Entry 1:
16
Properties=species:S:1:pos:R:3:forces:R:3:lowdin_charge:R:1 method="wB97M-V/def2-TZVPD" mol_weight_g_mol=169.00 homo_lumo_gap_ev=9.92 relative_energy_ev=0.000 smiles=CC[C@@H](C)PBr
C -1.038 1.411 -0.789 -2.63 -2.26 0.98 -0.118
C -0.289 0.114 -0.969 -1.19 -1.88 -0.36 -0.350
C 0.598 -0.243 0.250 -0.82 -0.08 -1.45 -0.642
C -0.248 -0.052 1.511 -0.31 -2.57 -0.26 -0.147
P 1.090 -2.059 -0.016 -1.10 0.84 2.38 0.418
Br 2.528 -2.114 -1.582 1.16 0.25 -1.50 0.224
H -1.614 1.314 0.162 0.76 0.72 -0.38 0.067
H -0.423 2.244 -0.825 0.96 1.70 0.00 0.057
H -1.894 1.456 -1.458 0.36 0.38 -0.73 0.076
H 0.263 0.141 -1.904 0.38 -0.07 -0.02 0.079
H -1.038 -0.786 -1.116 1.10 1.70 0.32 0.129
H 1.385 0.506 0.240 0.69 -0.36 0.19 0.103
H 0.144 -0.615 2.375 -0.47 -0.17 -0.37 0.078
H -0.185 0.929 1.803 0.17 2.54 0.66 0.039
H -1.339 -0.216 1.297 1.07 -0.49 0.52 0.094
H 2.059 -2.030 1.021 -0.13 -0.22 0.04 -0.105

***

Entry 2:
87
Properties=species:S:1:pos:R:3:forces:R:3:lowdin_charge:R:1 method="wB97M-V/def2-TZVPD" mol_weight_g_mol=963.85 homo_lumo_gap_ev=7.07 relative_energy_ev=2.144 total_charge=-1
Lu 0.008 -0.507 0.737 -0.20 0.89 -0.71 1.702
C -3.264 -2.404 -1.024 -0.05 -0.01 0.01 0.032
C -2.867 -1.047 -1.565 -0.16 -0.10 0.14 -0.298
N -0.921 0.527 -1.296 0.18 -0.23 -0.21 -0.142
N 0.122 1.085 -2.094 -0.18 -0.01 0.21 -0.038
C 0.745 1.968 -1.386 0.22 0.08 0.02 -1.118
S 0.453 2.382 0.271 -0.05 -0.06 -0.20 0.527
S 2.063 2.815 -2.275 0.02 -0.16 0.00 0.853
C 1.220 4.389 -2.559 0.01 0.17 0.05 -0.444
C 0.562 4.547 -3.908 0.00 0.01 0.02 -0.280
C -0.091 3.486 -4.529 -0.03 0.01 -0.01 -0.052
C -0.726 3.672 -5.747 0.01 0.00 0.00 -0.087
C -0.714 4.915 -6.368 0.00 0.02 0.02 -0.111
C -0.060 5.976 -5.759 0.00 -0.04 0.01 -0.103
C 0.573 5.788 -4.537 -0.01 -0.01 -0.02 -0.060
C -3.640 0.053 -0.906 -0.06 0.00 -0.06 -0.133
C -4.766 0.629 -1.477 0.01 0.00 -0.03 -0.048
C -5.514 1.579 -0.798 0.06 -0.02 0.06 -0.120
C -5.111 1.946 0.484 -0.02 0.03 0.01 -0.109
C -3.993 1.386 1.072 -0.03 0.00 -0.05 -0.010
C -3.221 0.417 0.401 0.12 0.07 0.13 -0.358
O -2.154 -0.096 0.959 0.10 -0.16 -0.05 -0.242
H -2.798 -3.244 -1.533 0.03 0.03 -0.02 0.075
H -4.345 -2.508 -1.133 0.00 0.00 0.00 0.098
H -3.013 -2.468 0.035 0.00 0.00 0.01 0.082
H 1.960 5.176 -2.411 0.00 0.00 -0.04 0.070
H 0.487 4.503 -1.756 0.02 -0.02 0.02 0.069
H -0.088 2.515 -4.048 -0.01 0.00 -0.04 0.077
H -1.231 2.837 -6.217 -0.01 0.00 -0.01 0.097
H -1.210 5.055 -7.320 0.00 0.00 -0.01 0.092
H -0.036 6.949 -6.233 -0.01 0.00 -0.01 0.094
H 1.087 6.618 -4.064 0.00 0.01 0.00 0.106
H -5.057 0.319 -2.476 -0.01 0.00 0.00 0.110
H -6.387 2.025 -1.254 -0.01 0.00 -0.01 0.085
H -5.677 2.690 1.034 -0.01 0.00 -0.01 0.093
H -3.673 1.681 2.063 0.00 0.00 0.01 0.110
O 2.070 -1.388 -0.454 -0.19 -0.05 0.25 -0.167
C 2.384 -1.882 -1.753 0.01 0.15 0.01 -0.229
C 2.048 -3.349 -1.982 0.06 -0.04 -0.02 -0.158
C 0.610 -3.770 -1.638 -0.04 0.03 0.00 -0.113
C -0.409 -2.782 -2.132 0.00 -0.07 -0.18 -0.277
C -1.130 -2.957 -3.378 0.09 0.00 0.13 -0.025
C -1.973 -2.000 -3.822 -0.04 0.05 -0.07 -0.027
C -2.403 -0.883 -3.005 0.22 -0.04 0.19 -0.049
C -1.435 -0.717 -1.744 -0.05 0.23 -0.39 -0.398
N -0.488 -1.690 -1.468 -0.13 0.02 0.22 0.113
H 2.321 -2.011 0.252 0.12 0.00 -0.03 0.059
H 3.453 -1.728 -1.931 -0.01 -0.02 -0.03 0.120
H 1.842 -1.239 -2.447 -0.02 -0.02 0.02 0.110
H 2.737 -3.977 -1.409 -0.01 0.00 0.01 0.113
H 2.258 -3.549 -3.038 -0.01 0.00 0.01 0.114
H 0.488 -3.834 -0.555 0.00 0.03 0.00 0.109
H 0.408 -4.760 -2.051 0.03 0.00 -0.01 0.114
H -0.846 -3.783 -4.018 -0.01 -0.01 -0.01 0.106
H -2.281 -2.016 -4.862 -0.05 -0.01 0.01 0.108
H -2.710 0.027 -3.506 0.00 0.00 -0.03 0.140
H -1.630 1.226 -1.083 0.04 0.00 0.08 0.113
O -0.196 -3.189 6.808 -0.01 0.04 -0.02 0.087
C -1.019 -3.080 5.715 -0.05 -0.07 -0.09 -0.467
O -1.875 -3.890 5.542 -0.01 0.03 0.04 0.146
C -0.727 -1.906 4.861 -0.02 0.17 0.09 -0.054
C -0.156 -0.720 5.298 -0.02 0.05 -0.01 -0.019
N -0.022 0.081 4.237 0.03 -0.02 -0.05 0.050
N -0.446 -0.522 3.123 0.14 -0.23 0.07 0.008
C -0.896 -1.714 3.469 -0.01 -0.15 0.11 -0.114
C -1.342 -2.626 2.334 0.21 0.01 -0.10 -0.586
O -2.303 -3.346 2.468 0.01 -0.16 -0.04 0.093
O -0.581 -2.489 1.289 -0.51 -0.33 0.40 -0.203
H 0.541 -2.577 6.707 0.04 -0.01 0.01 0.086
H 0.126 -0.381 6.282 0.00 -0.02 0.01 0.134
H 0.484 0.966 4.150 -0.04 0.00 0.01 0.114
O 2.184 -2.175 2.112 0.12 -0.07 0.03 0.016
C 2.579 -1.070 2.486 0.17 0.33 -0.16 -0.528
N 2.112 0.097 1.980 0.12 -0.39 0.24 -0.165
S 2.815 1.386 2.683 -0.20 0.07 -0.14 0.606
O 1.850 2.065 3.533 0.06 0.04 -0.02 -0.336
O 3.592 2.189 1.792 -0.02 0.00 0.02 -0.285
C 3.903 0.453 3.713 0.19 0.11 0.20 -0.216
C 4.881 0.905 4.578 -0.04 -0.11 0.02 -0.031
C 5.596 -0.060 5.277 0.03 -0.01 0.01 -0.075
C 5.338 -1.420 5.099 -0.03 0.02 -0.02 -0.072
C 4.360 -1.849 4.209 0.02 0.02 0.03 -0.002
C 3.652 -0.883 3.519 -0.16 -0.08 -0.06 -0.131
H 5.081 1.961 4.704 -0.01 0.01 0.00 0.121
H 6.372 0.247 5.966 0.00 -0.01 0.01 0.102
H 5.912 -2.147 5.658 0.01 0.00 0.00 0.101
H 4.148 -2.897 4.045 0.01 -0.01 0.01 0.121

***

Entry 3:
143
Properties=species:S:1:pos:R:3:forces:R:3:lowdin_charge:R:1 method="wB97M-V/def2-TZVPD" mol_weight_g_mol=884.04 homo_lumo_gap_ev=9.39 smiles=CCOCC[C@H](O[C@H](I)[C@H](COC)OCCCCCCN)[C@@H](C)F.CC(C)O.CC(C)O.CC(C)O.CC(C)O.CC(C)O.CC(C)O.CC(C)O
C -2.794 0.826 0.167 0.41 -0.39 0.27 -0.075
C -1.833 0.273 1.277 -1.22 0.42 0.20 -0.247
O -0.683 1.120 1.473 0.53 -0.91 -0.26 -0.171
C 0.456 0.323 1.819 0.86 -0.11 0.39 -0.206
C 1.651 1.204 2.343 -1.04 1.45 -0.64 -0.077
C 2.549 1.820 1.184 -0.71 -2.56 1.97 -0.315
O 1.638 2.466 0.308 1.95 0.02 -0.79 -0.152
C 2.226 2.872 -0.909 -1.68 1.02 -0.31 -0.552
I 3.962 4.213 -0.616 -0.05 -0.21 0.00 0.922
C 1.138 3.779 -1.653 -0.85 0.12 1.27 -0.348
C -0.223 3.787 -0.856 -0.09 -0.72 -1.19 -0.132
O -1.158 4.451 -1.726 0.16 0.61 0.84 -0.217
C -1.808 5.523 -1.039 -0.32 -0.43 -0.13 -0.100
O 0.826 3.312 -2.947 1.09 0.28 0.60 -0.116
C 1.950 3.356 -3.834 -0.42 -0.44 -1.48 -0.193
C 2.127 1.910 -4.430 0.65 0.82 0.77 -0.171
C 3.592 1.553 -4.849 -0.83 -1.32 0.71 -0.183
C 3.642 -0.018 -5.100 0.91 0.77 -1.18 -0.203
C 2.553 -0.503 -6.120 -0.53 -0.02 0.02 -0.190
C 1.245 -1.093 -5.479 -0.48 1.44 0.45 -0.287
N 1.451 -1.781 -4.183 -0.43 -0.07 -0.22 -0.023
C 3.381 0.640 0.544 1.68 0.30 -0.50 -0.270
C 4.917 1.021 0.453 -0.55 -0.49 0.55 -0.067
F 3.348 -0.555 1.328 -0.36 0.87 -0.21 -0.067
H -3.075 1.885 0.339 0.27 -0.62 -0.03 0.075
H -2.365 0.731 -0.855 -0.18 0.14 0.67 0.069
H -3.733 0.224 0.186 0.63 0.39 0.02 0.077
H -2.410 0.285 2.244 0.54 -0.28 -0.86 0.103
H -1.535 -0.779 1.049 -0.10 0.74 0.10 0.108
H 0.803 -0.291 0.947 -0.39 0.43 0.51 0.126
H 0.187 -0.394 2.630 0.06 0.37 -0.45 0.125
H 1.172 2.098 2.825 0.34 -0.70 -0.27 0.129
H 2.256 0.719 3.133 -0.27 0.04 -0.72 0.117
H 3.265 2.500 1.692 -0.50 0.06 -0.74 0.107
H 2.512 2.035 -1.578 0.20 0.48 0.61 0.096
H 1.476 4.845 -1.633 -0.12 -0.79 -0.47 0.103
H -0.621 2.752 -0.726 0.55 0.68 0.22 0.128
H -0.133 4.296 0.125 0.05 -0.36 -0.59 0.136
H -2.343 5.102 -0.148 0.38 0.59 -0.52 0.100
H -2.566 5.946 -1.738 0.66 -0.17 0.55 0.085
H -1.046 6.284 -0.740 -0.70 -0.32 -0.09 0.095
H 1.665 4.028 -4.684 0.32 -0.29 0.68 0.132
H 2.874 3.780 -3.385 -0.57 -0.47 -0.01 0.082
H 1.387 1.808 -5.251 0.56 -0.13 0.48 0.098
H 1.840 1.205 -3.606 0.09 0.47 -0.70 0.108
H 3.966 2.129 -5.720 -0.31 -0.37 0.44 0.114
H 4.265 1.726 -3.975 -0.40 0.23 -0.66 0.106
H 4.641 -0.207 -5.572 -0.73 -0.06 0.47 0.106
H 3.655 -0.564 -4.135 -0.23 0.28 -0.61 0.094
H 2.234 0.405 -6.696 0.26 -0.78 0.26 0.100
H 2.940 -1.215 -6.880 0.06 0.35 0.72 0.102
H 0.568 -0.215 -5.278 0.40 -0.64 -0.44 0.088
H 0.665 -1.753 -6.162 0.75 0.28 0.36 0.110
H 1.746 -1.104 -3.477 0.05 -0.12 -0.32 0.037
H 0.511 -2.037 -3.873 0.36 -0.22 0.01 0.065
H 3.018 0.320 -0.461 0.02 0.32 0.77 0.140
H 5.163 1.456 -0.538 -0.02 -0.34 0.73 0.039
H 5.513 0.103 0.666 -0.40 0.59 -0.58 0.070
H 5.189 1.738 1.265 -0.26 -0.40 -0.77 0.074
C -3.881 -0.256 5.398 0.25 -0.08 0.00 -0.053
C -4.108 1.134 4.823 -0.57 -0.42 0.09 -0.495
C -5.297 1.818 5.479 0.01 0.26 0.00 -0.065
O -4.330 1.038 3.418 0.26 0.27 -0.06 -0.059
H -4.752 -0.895 5.224 -0.06 0.10 0.07 0.084
H -3.031 -0.738 4.910 0.00 0.07 0.03 0.078
H -3.689 -0.214 6.472 -0.03 -0.04 -0.02 0.064
H -3.210 1.741 4.966 -0.01 0.00 -0.22 0.132
H -6.217 1.250 5.309 0.08 -0.11 0.07 0.083
H -5.454 2.810 5.050 0.08 -0.01 0.05 0.085
H -5.148 1.924 6.556 -0.07 -0.03 -0.01 0.064
H -5.120 0.505 3.277 -0.01 -0.02 0.02 0.092
C -4.681 2.257 -4.631 -0.11 -0.30 -0.03 -0.065
C -4.811 3.129 -3.392 0.52 0.12 -0.40 -0.488
C -4.766 4.607 -3.749 -0.12 0.19 0.11 -0.060
O -3.755 2.825 -2.486 -0.26 -0.14 0.24 -0.064
H -3.727 2.436 -5.132 -0.08 0.18 -0.01 0.060
H -4.705 1.199 -4.358 -0.10 0.05 0.06 0.079
H -5.488 2.454 -5.340 0.06 0.00 -0.03 0.083
H -5.749 2.904 -2.880 0.13 -0.04 0.14 0.137
H -3.813 4.862 -4.223 -0.04 -0.12 -0.09 0.082
H -4.849 5.221 -2.849 -0.08 -0.06 -0.01 0.072
H -5.576 4.875 -4.431 0.05 0.02 -0.01 0.078
H -2.919 3.020 -2.928 0.07 0.12 0.15 0.079
C 5.235 -3.729 -0.021 0.13 -0.11 -0.18 -0.057
C 5.941 -3.865 1.322 -0.68 0.28 -0.02 -0.496
C 4.979 -4.245 2.433 -0.01 -0.24 0.12 -0.056
O 6.568 -2.632 1.649 0.49 0.11 0.00 -0.059
H 4.477 -2.940 0.009 -0.06 -0.08 0.16 0.070
H 5.948 -3.449 -0.799 0.02 -0.09 0.04 0.078
H 4.754 -4.666 -0.310 -0.03 0.05 -0.01 0.078
H 6.726 -4.621 1.247 0.13 0.18 0.03 0.137
H 4.208 -3.479 2.559 -0.02 -0.01 -0.14 0.079
H 5.507 -4.324 3.386 0.04 -0.04 -0.07 0.081
H 4.491 -5.199 2.226 -0.05 0.05 0.07 0.059
H 5.873 -1.968 1.715 -0.04 -0.02 0.04 0.061
C -1.349 1.965 -8.239 0.10 -0.18 0.17 -0.060
C -2.813 2.345 -8.073 0.37 0.39 -0.42 -0.498
C -3.453 2.681 -9.410 -0.25 -0.06 -0.02 -0.063
O -2.919 3.465 -7.196 -0.18 -0.15 0.24 -0.069
H -0.779 2.796 -8.666 -0.09 -0.01 -0.10 0.082
H -0.900 1.736 -7.270 -0.07 -0.05 -0.02 0.069
H -1.237 1.096 -8.891 0.03 0.04 0.00 0.081
H -3.354 1.520 -7.604 -0.03 0.15 0.14 0.136
H -2.953 3.536 -9.876 0.11 -0.08 0.01 0.081
H -4.500 2.960 -9.274 0.03 -0.07 0.02 0.080
H -3.404 1.833 -10.097 0.01 0.05 -0.01 0.080
H -2.446 4.201 -7.597 0.02 0.00 -0.03 0.088
C -2.142 -5.531 1.625 -0.24 0.01 -0.11 -0.064
C -1.298 -4.271 1.508 0.20 -0.46 0.45 -0.504
C 0.183 -4.592 1.504 0.24 0.13 -0.16 -0.059
O -1.586 -3.396 2.596 -0.24 0.41 -0.18 -0.065
H -1.927 -6.056 2.561 0.13 0.00 -0.05 0.079
H -3.205 -5.281 1.638 0.05 0.02 -0.06 0.078
H -1.953 -6.212 0.793 0.00 -0.01 0.05 0.080
H -1.561 -3.739 0.590 -0.07 0.15 0.15 0.136
H 0.479 -5.084 2.435 -0.07 -0.11 -0.05 0.079
H 0.772 -3.675 1.429 -0.04 -0.03 -0.06 0.075
H 0.446 -5.244 0.668 0.04 -0.01 0.06 0.082
H -1.360 -3.851 3.414 0.04 -0.05 -0.02 0.084
C 4.294 -8.677 4.224 0.17 0.15 0.14 -0.063
C 2.972 -7.997 3.900 0.14 -0.58 -0.32 -0.498
C 1.846 -9.010 3.770 -0.24 0.09 0.07 -0.064
O 3.098 -7.262 2.683 -0.10 0.33 0.13 -0.068
H 4.578 -9.370 3.427 -0.12 -0.06 0.03 0.082
H 5.094 -7.939 4.305 -0.07 0.00 0.05 0.078
H 4.234 -9.232 5.162 0.02 -0.01 -0.04 0.080
H 2.729 -7.276 4.684 0.02 0.12 -0.16 0.139
H 2.050 -9.715 2.958 0.11 -0.02 0.07 0.082
H 0.906 -8.510 3.529 0.04 0.01 0.07 0.074
H 1.713 -9.575 4.695 0.00 -0.02 -0.05 0.080
H 3.313 -7.890 1.985 0.00 -0.03 -0.01 0.088
C -2.462 3.822 7.408 0.07 0.26 -0.01 -0.055
C -2.108 3.133 8.717 -0.39 -0.37 -0.45 -0.491
C -1.651 1.701 8.481 0.20 -0.08 0.17 -0.056
O -3.243 3.134 9.581 0.19 0.22 0.30 -0.052
H -3.283 3.304 6.905 0.10 -0.09 0.02 0.053
H -2.797 4.844 7.592 0.08 -0.02 0.02 0.083
H -1.604 3.852 6.733 -0.05 -0.01 -0.02 0.084
H -1.318 3.691 9.224 -0.15 0.01 0.14 0.138
H -2.446 1.112 8.015 0.01 0.10 -0.10 0.061
H -1.409 1.216 9.429 0.03 0.06 -0.03 0.081
H -0.769 1.668 7.837 -0.04 -0.04 -0.01 0.082
H -3.947 2.644 9.145 -0.01 -0.01 -0.03 0.079

***

Entry 4:
11
Properties=species:S:1:pos:R:3:forces:R:3:lowdin_charge:R:1 method="wB97M-V/def2-TZVPD" mol_weight_g_mol=102.07 homo_lumo_gap_ev=6.69 relative_energy_ev=2.737 total_charge=-1
C 0.091 -0.709 0.964 0.58 0.60 -1.41 -0.334
C -2.197 -1.203 0.424 1.19 -0.24 -0.77 -0.508
C 1.331 1.057 -0.587 1.92 0.14 -1.43 -0.207
N 0.252 0.336 -0.036 -2.70 -0.36 0.45 -0.140
O -2.455 -2.235 0.979 -0.19 1.54 -0.58 0.041
O 1.098 -1.180 1.508 -1.10 0.60 -0.30 -0.133
O -2.417 -0.360 -0.433 -0.07 -1.44 1.80 -0.005
H 1.285 0.931 -1.785 0.71 0.22 2.44 0.094
H 1.376 2.181 -0.412 -0.49 -1.04 0.00 0.054
H 2.291 0.675 -0.105 -0.97 0.22 -1.05 0.073
H -0.655 0.508 -0.517 1.12 -0.25 0.86 0.065